Entry A
{
  "formula": "C6H6S2",
  "method": "ωB97M-V/def2-TZVPD",
  "elements": ["C", "C", "C", "S", "C", "S", "C", "C", "H", "H", "H", "H", "H", "H"],
  "xyz": [[2.00, -0.26, -0.53], [1.58, 0.78, 0.12], [0.16, 0.55, 0.59], [-1.05, 1.51, -0.46], [-2.26, 0.44, 0.16], [-1.72, -1.42, 0.07], [-0.07, -0.90, 0.13], [1.02, -1.30, -0.57], [3.01, -0.44, -0.86], [2.31, 1.56, 0.30], [-0.24, 0.76, 1.65], [-3.11, 0.39, -0.60], [-2.69, 0.47, 1.21], [1.05, -2.14, -1.22]],
  "mulliken_charge": [-0.203, -0.994, 0.243, -0.103, -0.599, -0.139, 0.024, -0.466, 0.401, 0.365, 0.340, 0.358, 0.345, 0.428],
  "total_charge": 0,
  "smiles": "C1=C[C@H]2SCSC2=C1",
  "lumo_energy_ha": 0.0080,
  "homo_ev": -7.93
}

---

Entry B
{
  "formula": "C6H6S2",
  "method": "ωB97M-V/def2-TZVPD",
  "elements": ["S", "C", "C", "C", "C", "C", "C", "S", "H", "H", "H", "H", "H", "H"],
  "xyz": [[2.17, 1.15, 1.69], [0.86, 0.58, 0.24], [1.21, -0.66, -0.37], [0.26, -1.45, -0.90], [-1.09, -1.06, -0.85], [-1.54, -0.05, -0.11], [-0.61, 0.93, 0.44], [0.20, 1.97, -0.72], [1.19, 2.03, 2.16], [2.27, -1.16, -0.43], [0.59, -2.34, -1.35], [-1.95, -1.53, -1.27], [-2.69, 0.11, 0.06], [-0.88, 1.49, 1.41]],
  "mulliken_charge": [-0.245, 0.417, -0.349, -0.320, -0.490, -0.402, -0.213, -0.055, 0.127, 0.220, 0.387, 0.357, 0.232, 0.335],
  "total_charge": 0,
  "smiles": "S[C@@]12C=CC=C[C@@H]1S2",
  "lumo_energy_ha": 0.0117,
  "homo_ev": -8.63
}

---

Relative energies in eV: entry A 0.000; entry B 0.512

---

Entry A
{
  "formula": "C3H11N2O2",
  "method": "ωB97M-V/def2-TZVPD",
  "elements": ["C", "C", "C", "N", "O", "N", "H", "H", "H", "H", "H", "H", "H", "H", "H", "H", "H", "O"],
  "xyz": [[-0.01, 0.96, 0.63], [0.59, -0.37, 0.30], [1.05, -0.98, 1.64], [1.14, -2.31, 1.72], [1.60, -0.18, 2.38], [-0.48, 1.68, -0.68], [0.65, 1.67, 1.10], [-0.96, 0.74, 1.16], [-0.01, -0.96, -0.41], [1.54, -0.13, -0.28], [0.55, -2.90, 1.15], [1.58, -2.78, 2.50], [-1.17, 2.40, -0.52], [-0.94, 0.87, -1.23], [0.34, 1.95, -1.21], [-1.78, 0.74, -3.25], [-1.80, -0.67, -2.58], [-1.90, 0.27, -2.42]],
  "mulliken_charge": [-0.532, -0.470, 0.259, -0.341, -0.556, -0.267, 0.372, 0.305, 0.447, 0.277, 0.215, 0.258, 0.353, 0.322, 0.364, 0.350, 0.347, -0.704],
  "total_charge": 1,
  "lumo_energy_ha": -0.1263,
  "homo_ev": -13.54
}

---

Entry B
{
  "formula": "C3H11N2O2",
  "method": "ωB97M-V/def2-TZVPD",
  "elements": ["N", "C", "C", "C", "N", "O", "H", "H", "H", "H", "H", "H", "H", "H", "H", "H", "H", "O"],
  "xyz": [[-0.33, 1.32, 0.09], [-0.60, -0.06, 0.78], [-1.44, -0.95, -0.11], [0.76, -0.59, 1.35], [1.09, -1.85, 0.98], [1.59, 0.15, 1.82], [0.63, 1.68, 0.11], [-0.89, 2.05, 0.53], [-0.67, 1.20, -0.85], [-1.20, 0.34, 1.60], [-1.92, -0.43, -0.92], [-2.35, -1.16, 0.47], [-0.94, -1.84, -0.47], [2.06, -2.07, 1.16], [0.48, -2.57, 0.64], [0.55, 1.46, -2.74], [2.04, 1.52, -2.39], [1.16, 1.80, -2.06]],
  "mulliken_charge": [-0.302, 0.299, -1.311, 0.484, -0.367, -0.581, 0.363, 0.329, 0.296, 0.237, 0.419, 0.338, 0.352, 0.252, 0.183, 0.330, 0.336, -0.656],
  "total_charge": 1,
  "lumo_energy_ha": -0.1254,
  "homo_ev": -14.47
}

---

Relative energies in eV: entry A 0.000; entry B 0.322

---

Entry A
{
  "formula": "C3H4Br2Cl2O",
  "method": "ωB97M-V/def2-TZVPD",
  "elements": ["O", "C", "Cl", "C", "Br", "C", "Cl", "Br", "H", "H", "H", "H"],
  "xyz": [[1.87, 1.24, -0.34], [1.19, 0.26, 0.30], [1.86, -1.32, -0.11], [-0.41, 0.31, -0.30], [-1.11, 2.00, 0.28], [-1.27, -0.85, 0.24], [-1.31, -0.85, 1.94], [-2.95, -0.69, -0.73], [2.38, 0.90, -1.17], [0.96, 0.46, 1.42], [-0.41, 0.23, -1.36], [-0.80, -1.69, -0.16]],
  "mulliken_charge": [-0.472, -0.063, -0.181, -0.882, 0.007, -0.051, -0.086, -0.090, 0.381, 0.416, 0.596, 0.425],
  "total_charge": 0,
  "smiles": "O[C@H](Cl)[C@H](Br)[C@@H](Cl)Br",
  "lumo_energy_ha": 0.0183,
  "homo_ev": -10.03
}

---

Entry B
{
  "formula": "C3H4Br2Cl2O",
  "method": "ωB97M-V/def2-TZVPD",
  "elements": ["C", "C", "C", "O", "Cl", "Cl", "Br", "Br", "H", "H", "H", "H"],
  "xyz": [[0.05, 0.52, -0.30], [-1.10, -0.49, -0.20], [1.59, -0.27, 0.72], [-2.21, -0.08, -0.87], [-1.32, -0.81, 1.57], [2.19, -1.63, -0.13], [0.66, 1.10, -2.02], [2.77, 1.14, 0.80], [-0.08, 1.52, 0.24], [-0.92, -1.47, -0.72], [0.94, -0.39, 1.61], [-2.58, 0.85, -0.71]],
  "mulliken_charge": [-0.832, 0.289, -0.122, -0.504, -0.226, -0.097, -0.018, -0.039, 0.449, 0.330, 0.407, 0.363],
  "total_charge": 0,
  "lumo_energy_ha": 0.0186,
  "homo_ev": -9.49
}

---

Relative energies in eV: entry A 0.000; entry B 1.083

---

Entry A
{
  "formula": "C18H18N2",
  "method": "ωB97M-V/def2-TZVPD",
  "elements": ["C", "C", "C", "N", "C", "C", "C", "C", "C", "C", "H", "H", "H", "H", "H", "H", "H", "H", "H", "C", "C", "C", "N", "C", "C", "C", "C", "C", "C", "H", "H", "H", "H", "H", "H", "H", "H", "H"],
  "xyz": [[3.28, -1.18, 0.08], [2.88, -1.95, -1.18], [3.76, -2.66, -2.05], [3.08, -3.37, -3.01], [1.72, -3.09, -2.93], [0.62, -3.58, -3.67], [-0.68, -2.99, -3.41], [-0.79, -2.07, -2.37], [0.28, -1.66, -1.54], [1.52, -2.11, -1.76], [2.55, -0.35, 0.26], [4.29, -0.79, -0.02], [3.42, -1.78, 1.00], [4.77, -2.63, -2.06], [3.61, -4.00, -3.59], [0.63, -4.40, -4.43], [-1.60, -3.25, -4.10], [-1.66, -1.71, -1.98], [-0.01, -0.73, -0.77], [0.20, 3.12, 3.78], [-1.06, 2.67, 3.17], [-2.16, 2.53, 4.05], [-3.25, 2.16, 3.26], [-2.85, 1.95, 1.95], [-3.50, 1.79, 0.69], [-2.70, 1.73, -0.45], [-1.30, 1.84, -0.40], [-0.64, 2.18, 0.74], [-1.50, 2.31, 1.88], [0.42, 4.20, 3.71], [1.01, 2.69, 3.14], [0.37, 2.76, 4.78], [-2.37, 2.72, 5.13], [-4.31, 2.22, 3.49], [-4.60, 1.64, 0.46], [-3.15, 1.96, -1.43], [-0.69, 1.47, -1.28], [0.39, 2.39, 0.84]],
  "mulliken_charge": [-1.073, 0.455, -0.793, -0.035, -0.367, -0.563, -0.474, -0.553, 0.020, 0.932, 0.167, 0.351, 0.258, 0.506, 0.197, 0.291, 0.251, 0.511, -0.095, -1.185, 0.617, -0.701, -0.097, -0.319, -0.550, -0.668, -0.354, -0.875, 1.053, 0.240, 0.283, 0.368, 0.356, 0.286, 0.242, 0.382, 0.526, 0.411],
  "total_charge": 0,
  "smiles": "Cc1c[nH]c2ccccc12.Cc1c[nH]c2ccccc12",
  "lumo_energy_ha": 0.0339,
  "homo_ev": -7.49
}

---

Entry B
{
  "formula": "C18H18N2",
  "method": "ωB97M-V/def2-TZVPD",
  "elements": ["C", "C", "C", "N", "C", "C", "C", "C", "C", "C", "H", "H", "H", "H", "H", "H", "H", "H", "H", "C", "C", "C", "N", "C", "C", "C", "C", "C", "C", "H", "H", "H", "H", "H", "H", "H", "H", "H"],
  "xyz": [[-4.05, -1.45, 3.58], [-3.06, -1.43, 2.47], [-3.18, -0.48, 1.37], [-2.16, -0.75, 0.50], [-1.16, -1.61, 1.13], [0.02, -2.14, 0.74], [0.64, -3.05, 1.60], [0.07, -3.47, 2.76], [-1.17, -2.99, 3.18], [-1.84, -2.12, 2.38], [-4.10, -0.44, 4.24], [-3.77, -2.26, 4.35], [-5.07, -1.61, 3.24], [-3.91, 0.01, 0.88], [-1.99, 0.04, -0.14], [0.47, -1.75, -0.23], [1.64, -3.56, 1.31], [0.75, -4.15, 3.32], [-1.43, -3.25, 4.18], [1.03, -0.76, -2.90], [1.06, 0.43, -2.14], [0.26, 0.68, -0.99], [0.22, 1.99, -0.57], [1.28, 2.58, -1.38], [1.73, 3.92, -1.33], [2.82, 4.22, -2.17], [3.46, 3.22, -3.01], [2.90, 1.97, -3.14], [1.87, 1.65, -2.26], [2.18, -1.09, -2.95], [0.63, -0.76, -3.91], [0.55, -1.60, -2.41], [-0.49, 0.04, -0.65], [-0.01, 2.24, 0.33], [1.12, 4.56, -0.66], [3.17, 5.22, -2.40], [4.33, 3.50, -3.66], [3.44, 1.27, -3.72]],
  "mulliken_charge": [-1.284, 0.704, -0.786, -0.180, 0.153, -0.130, -0.549, -0.561, -0.576, 0.690, 0.235, 0.280, 0.322, 0.487, 0.250, 0.063, 0.248, 0.287, 0.351, -1.241, 0.232, 0.191, -0.171, -0.049, -0.619, -0.478, -0.473, -0.611, 0.549, 0.250, 0.304, 0.425, 0.072, 0.229, 0.336, 0.358, 0.327, 0.369],
  "total_charge": 0,
  "smiles": "Cc1c[nH]c2ccccc12.Cc1c[nH]c2ccccc12",
  "lumo_energy_ha": 0.0237,
  "homo_ev": -7.52
}

---

Relative energies in eV: entry A 0.000; entry B 0.249

---

Entry A
{
  "formula": "C5H12N2O2",
  "method": "ωB97M-V/def2-TZVPD",
  "elements": ["C", "C", "C", "C", "O", "O", "H", "H", "H", "H", "H", "H", "C", "N", "N", "H", "H", "H", "H", "H", "H"],
  "xyz": [[-1.71, -0.04, 1.51], [-1.37, 0.48, 0.31], [-2.40, 0.69, -0.76], [0.09, 1.23, 0.10], [0.26, 1.99, -0.83], [0.65, 1.47, 1.31], [-0.98, -0.14, 2.31], [-2.69, -0.46, 1.69], [-1.97, 1.18, -1.64], [-2.82, -0.27, -1.10], [-3.22, 1.32, -0.42], [1.16, 2.29, 1.18], [2.16, -1.32, 0.55], [1.13, -0.80, -0.36], [1.51, -1.01, -1.73], [1.95, -0.97, 1.56], [2.15, -2.41, 0.54], [3.15, -0.96, 0.26], [0.11, -1.13, -0.16], [2.16, -0.26, -1.99], [0.69, -0.85, -2.32]],
  "mulliken_charge": [-0.846, 0.515, -1.388, 0.897, -0.657, -0.481, 0.259, 0.323, 0.346, 0.317, 0.352, 0.321, -0.908, 0.040, -0.799, 0.311, 0.334, 0.255, 0.283, 0.255, 0.271],
  "total_charge": 0,
  "smiles": "C=C(C)C(=O)O.CNN",
  "lumo_energy_ha": 0.0311,
  "homo_ev": -8.13
}

---

Entry B
{
  "formula": "C5H12N2O2",
  "method": "ωB97M-V/def2-TZVPD",
  "elements": ["C", "C", "C", "C", "C", "H", "H", "H", "H", "H", "H", "H", "H", "H", "H", "H", "H", "N", "N", "O", "O"],
  "xyz": [[-0.92, 1.75, -0.21], [-1.83, 0.65, 0.25], [-3.01, -1.23, -0.34], [2.38, -0.22, -0.16], [2.10, -0.63, 1.37], [-0.68, 1.69, -1.44], [0.17, 1.48, 0.50], [-1.36, 2.68, 0.23], [-1.82, -0.28, -1.81], [-2.82, -1.65, 0.62], [-4.05, -1.35, -0.55], [-2.35, -1.92, -1.02], [3.97, 0.02, -1.41], [4.39, 0.08, 0.31], [1.07, -1.15, 1.35], [2.31, 0.06, 2.14], [2.87, -1.59, 1.40], [-2.61, 0.05, -0.73], [3.42, 0.55, -0.48], [-1.68, 0.18, 1.45], [1.71, -0.70, -1.11]],
  "mulliken_charge": [-0.523, 0.589, -0.850, 0.503, -0.899, 0.227, 0.030, 0.318, 0.405, 0.308, 0.273, 0.269, 0.348, 0.345, 0.274, 0.343, 0.334, -0.432, -0.646, -0.633, -0.581],
  "total_charge": 0,
  "lumo_energy_ha": 0.0011,
  "homo_ev": -9.62
}

---

Relative energies in eV: entry A 0.000; entry B 3.395

---

Entry A
{
  "formula": "C5H12N2O2",
  "method": "ωB97M-V/def2-TZVPD",
  "elements": ["C", "C", "C", "C", "N", "C", "N", "O", "O", "H", "H", "H", "H", "H", "H", "H", "H", "H", "H", "H", "H"],
  "xyz": [[-0.89, -0.78, 0.94], [-2.20, -0.32, -0.57], [1.05, 0.75, 1.39], [2.35, -0.20, -0.94], [0.38, -0.24, 0.55], [0.99, -0.77, -0.56], [-1.65, 0.67, -1.41], [-1.47, -0.20, 2.04], [0.46, -1.63, -1.24], [-1.57, 0.76, 1.91], [-1.34, -1.55, 0.23], [-1.32, 1.50, -0.93], [-0.97, 0.32, -2.07], [-3.03, 0.10, 0.01], [-2.52, -1.19, -1.13], [0.60, 0.74, 2.38], [0.98, 1.76, 0.97], [2.10, 0.50, 1.53], [2.36, 0.89, -0.95], [3.11, -0.54, -0.24], [2.60, -0.57, -1.93]],
  "mulliken_charge": [-0.261, -0.819, -1.198, -1.400, 0.317, 0.779, -0.482, -0.527, -0.618, 0.334, 0.455, 0.215, 0.273, 0.375, 0.379, 0.448, 0.346, 0.358, 0.323, 0.353, 0.350],
  "total_charge": 0,
  "lumo_energy_ha": 0.0199,
  "homo_ev": -6.83
}

---

Entry B
{
  "formula": "C5H12N2O2",
  "method": "ωB97M-V/def2-TZVPD",
  "elements": ["C", "N", "O", "H", "H", "H", "H", "H", "C", "C", "C", "N", "C", "O", "H", "H", "H", "H", "H", "H", "H"],
  "xyz": [[-1.69, -1.38, 0.33], [-1.88, -2.78, 0.50], [-0.52, -0.88, 1.02], [-0.18, 0.25, 0.63], [-1.12, -3.32, 0.11], [-1.98, -3.02, 1.48], [-1.59, -1.17, -0.74], [-2.56, -0.84, 0.73], [-0.15, 2.27, -0.82], [1.46, 0.17, -1.01], [0.69, 1.27, -0.05], [1.52, -1.02, -0.44], [1.43, 1.66, 1.01], [1.79, 0.58, -2.10], [1.99, -1.71, -1.02], [0.52, -1.21, 0.44], [0.42, 2.70, -1.64], [-1.03, 1.77, -1.25], [-0.50, 3.08, -0.17], [2.07, 0.95, 1.52], [1.32, 2.63, 1.47]],
  "mulliken_charge": [-0.254, -0.616, -0.630, 0.355, 0.258, 0.270, 0.304, 0.311, -1.357, 0.524, 0.536, -0.562, -0.806, -0.613, 0.223, 0.439, 0.318, 0.290, 0.399, 0.326, 0.286],
  "total_charge": 0,
  "lumo_energy_ha": -0.0011,
  "homo_ev": -9.33
}

---

Relative energies in eV: entry A 0.449; entry B 0.000